[1]
{
  "formula": "C3H6FO3Rb",
  "method": "ωB97M-V/def2-TZVPD",
  "largest_force_ev_per_a": 1.9,
  "homo_ev": -8.201,
  "orbital_gap_ha": 0.28131,
  "lumo_energy_ev": -0.5,
  "symbols": ["Rb", "F", "C", "O", "C", "O", "O", "C", "H", "H", "H", "H", "H", "H"],
  "coordinates": [[0.6459, -2.3191, -2.5900], [1.4711, 0.1554, -3.6402], [-1.2067, -0.8518, 2.3775], [-1.0071, 0.2714, 1.5065], [-0.3043, 0.0714, 0.3715], [-0.0506, -0.9763, -0.1566], [0.1138, 1.2663, 0.0036], [0.8328, 1.3790, -1.2184], [-0.4952, -1.6650, 2.2477], [-2.2400, -1.1730, 2.4597], [-0.9049, -0.4051, 3.3308], [1.6859, 0.7080, -1.3489], [1.2704, 2.3730, -1.2715], [0.1888, 1.1658, -2.0717]]
}

***

[2]
{
  "formula": "C2H7N2",
  "method": "ωB97M-V/def2-TZVPD",
  "largest_force_ev_per_a": 1.7,
  "homo_ev": [-4.523, -8.549],
  "orbital_gap_ha": [0.21448, 0.35938],
  "lumo_energy_ev": [1.3, 1.2],
  "multiplicity": 2,
  "symbols": ["C", "N", "C", "N", "H", "H", "H", "H", "H", "H", "H"],
  "coordinates": [[0.5882, -0.7786, -1.4086], [-0.8250, 1.0508, 1.4891], [-0.5004, -0.0877, 0.7589], [0.4301, 0.0852, -0.2261], [1.6050, -1.1667, -1.3628], [0.3885, -0.1159, -2.2565], [-0.0642, -1.6433, -1.4793], [-0.2558, 1.8777, 1.4947], [-1.4670, 0.9834, 2.2479], [-1.0290, -1.0037, 0.9346], [1.1295, 0.7989, -0.1919]]
}

***

[3]
{
  "formula": "C6H12Br6",
  "method": "ωB97M-V/def2-TZVPD",
  "largest_force_ev_per_a": 2.7,
  "smiles": "BrCCBr.BrCCBr.BrCCBr",
  "homo_ev": -10.087,
  "orbital_gap_ha": 0.37512,
  "lumo_energy_ev": 0.1,
  "symbols": ["Br", "C", "C", "Br", "H", "H", "H", "H", "Br", "C", "C", "Br", "H", "H", "H", "H", "Br", "C", "C", "Br", "H", "H", "H", "H"],
  "coordinates": [[7.0001, -32.4830, 12.1441], [7.8925, -31.4400, 10.6597], [9.1537, -30.7506, 11.1979], [10.0053, -29.4015, 9.8738], [7.2330, -30.5874, 10.4976], [8.0831, -32.0876, 9.8039], [10.0030, -31.4278, 11.2886], [8.9360, -30.1469, 12.0789], [7.4960, -25.6681, 15.7306], [7.1321, -24.0646, 14.6509], [7.2831, -24.5218, 13.1607], [5.7460, -25.6794, 12.6487], [7.9759, -23.5106, 15.0622], [6.1457, -23.7587, 14.9996], [8.2209, -25.0774, 13.1613], [7.2195, -23.5686, 12.6358], [5.9475, -35.7118, 18.4798], [4.4018, -34.6516, 18.2920], [3.2814, -35.3212, 19.1692], [1.4295, -34.6078, 18.7968], [4.2791, -34.6526, 17.2089], [4.6103, -33.6343, 18.6234], [3.4035, -35.2298, 20.2484], [3.1208, -36.3810, 18.9711]]
}

***

| no. | calculated total energy (eV) |
| --- | --- |
| 1 | -12723.615 |
| 2 | -5165.353 |
| 3 | -426670.779 |